{
  "formula": "CH5N2P",
  "method": "wB97M-V/def2-TZVPD",
  "symbols": ["C", "N", "N", "P", "H", "H", "H", "H", "H"],
  "positions_angstrom": [[1.7439, 0.1467, 0.0386], [1.9759, 1.3635, -0.2875], [-3.1106, -0.4819, -0.1823], [-1.8520, -0.5627, 0.6930], [-0.8978, -0.1759, -0.2692], [2.4362, -0.7063, 0.1128], [0.7848, -0.1304, 0.3777], [-4.0131, -0.8864, 0.0541], [2.9327, 1.4334, -0.5373]],
  "spin_multiplicity": 1,
  "smiles": "[H]/N=P/[H].C=N",
  "gap_ev": 8.75,
  "lumo_ha": -0.0131,
  "de_lowest_kj_mol": 205.28,
  "total_charge": 0
}